# C4H11NO

2 unconnected molecules or ions with the total composition C4H11NO (wB97M-V/def2-TZVPD, OMol25).

For the total energy, the calculation gives -7862.75758 eV. Its HOMO energy is -9.82 eV. The value obtained for the gap between HOMO and LUMO is 10.619 eV. The calculation puts the energy above the lowest of the compared OMol25 structures with the same formula, charge and spin at 1.796 eV.

Structure (ORCA input):
```
! RIJCOSX wB97M-V def2-TZVPD def2/J DEFGRID3
* xyz 0 1
C -1.46514 -0.73210 0.12543
C -3.01593 -0.86736 0.48986
H -1.19000 0.30772 -0.18606
H -0.85590 -0.96333 1.02163
H -1.15328 -1.51382 -0.56379
H -3.07183 -1.40761 1.49788
H -3.58110 -0.02855 0.58208
H -3.21265 -1.61344 -0.22961
C 1.53953 0.30644 -1.22208
C 2.29102 1.21348 -0.36578
O 2.91836 2.23741 -0.60327
N 2.13973 1.01741 1.03611
H 0.49648 0.67293 -1.48964
H 1.57124 -0.62244 -0.77419
H 2.52145 1.75339 1.43443
H 1.99135 0.20078 1.49435
H 2.07666 0.03908 -2.24736
*
```